No. 1
{
  "formula": "CH4N2O2",
  "method": "ωB97M-V with the def2-TZVPD basis set",
  "species": ["C", "N", "N", "O", "O", "H", "H", "H", "H"],
  "coordinates": [[-0.198178, -0.115259, 0.337399], [-4.247988, -0.274110, 0.687477], [0.944674, -0.101241, -0.562347], [-4.301966, 0.114746, -0.543668], [2.275585, -0.206830, 0.021263], [-0.305144, 0.905017, 0.785000], [-1.098145, -0.346332, -0.252716], [0.069934, -0.859094, 1.131660], [0.801323, -1.019455, -0.908610]],
  "atomic_forces_ev_per_a": [[1.2, 1.1, 1.1], [-0.2, 0.6, -1.9], [0.8, 0.2, -0.7], [0.0, -0.6, 1.9], [-1.2, 0.3, 0.4], [-0.2, -0.8, 0.0], [0.2, -0.1, 0.5], [-0.8, 0.4, 0.0], [0.3, -1.0, -1.2]],
  "lowdin_charge": [-0.23, -0.40, -0.38, -0.57, -0.58, 0.05, 0.05, 0.05, 0.01],
  "total_charge": -2,
  "fmax_ha_per_bohr": 0.039,
  "homo_lumo_gap_ev": [5.79, 5.81],
  "lumo_ev": [7.98, 7.97],
  "homo_ev": [2.186, 2.166]
}

No. 2
{
  "formula": "C26H27ClN4O3",
  "method": "ωB97M-V with the def2-TZVPD basis set",
  "species": ["C", "O", "C", "C", "C", "C", "C", "N", "C", "O", "C", "C", "N", "C", "C", "N", "C", "C", "O", "N", "C", "C", "C", "C", "C", "C", "C", "C", "C", "C", "Cl", "C", "C", "C", "H", "H", "H", "H", "H", "H", "H", "H", "H", "H", "H", "H", "H", "H", "H", "H", "H", "H", "H", "H", "H", "H", "H", "H", "H", "H", "H"],
  "coordinates": [[-2.874083, -2.396732, 3.295803], [-3.665886, -2.080941, 2.175935], [-3.266528, -1.065052, 1.364855], [-4.068958, -0.817844, 0.249105], [-3.736491, 0.183645, -0.638519], [-2.598164, 0.950078, -0.445620], [-1.806432, 0.710312, 0.665867], [-0.617910, 1.458125, 0.877879], [-0.614169, 2.788555, 1.127049], [0.406469, 3.450495, 1.190598], [-1.955384, 3.402312, 1.367673], [-2.221708, 4.689860, 0.899975], [-3.391559, 5.270233, 1.101719], [-4.299458, 4.582754, 1.777945], [-4.030871, 3.309286, 2.264292], [-2.864081, 2.722948, 2.059826], [0.662831, 0.853958, 0.532438], [0.925541, 1.016959, -0.982883], [0.146731, 1.552674, -1.737473], [2.113317, 0.505618, -1.348698], [2.551937, 0.433211, -2.728911], [2.110631, -0.887063, -3.373198], [2.840187, -2.078175, -2.759156], [4.349236, -1.902516, -2.900876], [4.805291, -0.611205, -2.228218], [4.069721, 0.595023, -2.810578], [0.735068, -0.594977, 0.927590], [0.152481, -1.570751, 0.123176], [0.182955, -2.901806, 0.493446], [0.800170, -3.263189, 1.681786], [0.825925, -4.924523, 2.161786], [1.393654, -2.307225, 2.491297], [1.359001, -0.977843, 2.108552], [-2.136293, -0.287517, 1.575942], [-2.821545, -1.560229, 3.999665], [-3.367321, -3.240425, 3.775871], [-1.860322, -2.688271, 3.001173], [-4.946760, -1.427139, 0.104016], [-4.363634, 0.365591, -1.498120], [-2.309937, 1.713808, -1.150328], [-1.476857, 5.250007, 0.353354], [-5.251780, 5.069875, 1.935215], [-4.755725, 2.742188, 2.831844], [1.421373, 1.444000, 1.064206], [2.676071, 0.029990, -0.662135], [2.056220, 1.263661, -3.243573], [1.031722, -0.997442, -3.252307], [2.326257, -0.840384, -4.442048], [2.525602, -2.995925, -3.259499], [2.574746, -2.172390, -1.702831], [4.867740, -2.754735, -2.457294], [4.608781, -1.867529, -3.961233], [5.879766, -0.479126, -2.369171], [4.626994, -0.680976, -1.152001], [4.345438, 0.708154, -3.860346], [4.366208, 1.504912, -2.285493], [-0.337133, -1.283205, -0.794926], [-0.274519, -3.654029, -0.129110], [1.872704, -2.601084, 3.411911], [1.812723, -0.229413, 2.741619], [-1.509983, -0.428569, 2.441139]],
  "atomic_forces_ev_per_a": [[0.1, -0.1, 0.2], [-0.2, 0.1, -0.2], [0.1, 0.2, -0.1], [0.0, -0.1, 0.1], [-0.1, -0.1, 0.1], [0.3, 0.0, 0.1], [-0.5, -0.4, -0.4], [0.3, -0.3, 0.1], [0.1, 0.1, 0.2], [0.0, 0.2, -0.1], [-0.4, 0.6, 0.1], [0.3, -0.3, 0.0], [-0.2, 0.3, -0.1], [0.0, -0.1, 0.1], [-0.1, 0.1, 0.0], [0.2, 0.1, 0.1], [0.0, 0.3, 0.0], [0.2, 0.0, 0.6], [-0.3, 0.2, -0.2], [0.5, -0.1, -0.1], [-0.1, 0.2, -0.4], [0.0, 0.0, 0.2], [0.1, 0.0, -0.3], [-0.1, -0.1, 0.3], [0.1, 0.0, -0.3], [-0.1, 0.0, 0.2], [0.2, -0.2, 0.1], [0.2, -0.1, 0.2], [0.0, 0.0, 0.0], [0.0, 0.3, 0.0], [0.0, -0.2, 0.0], [0.0, -0.2, 0.0], [-0.1, 0.1, -0.2], [-0.2, -0.1, 0.1], [0.0, 0.0, 0.0], [0.1, 0.1, 0.0], [0.0, 0.0, 0.0], [-0.1, -0.1, 0.0], [-0.1, 0.0, -0.1], [0.1, 0.0, -0.1], [0.1, 0.0, 0.0], [-0.1, -0.1, 0.1], [-0.1, 0.1, 0.0], [-0.1, -0.2, -0.1], [-0.1, 0.0, 0.1], [0.1, -0.1, 0.1], [-0.1, 0.1, -0.1], [0.0, 0.0, -0.1], [-0.1, 0.0, 0.1], [0.0, -0.1, 0.1], [0.1, 0.0, -0.1], [0.1, 0.0, -0.1], [0.0, 0.0, 0.1], [0.1, 0.0, 0.1], [0.0, 0.0, -0.1], [0.0, 0.1, -0.1], [-0.1, 0.0, -0.1], [0.0, -0.1, 0.0], [0.0, -0.1, 0.1], [0.1, 0.1, 0.1], [0.0, 0.0, 0.1]],
  "lowdin_charge": [-0.08, -0.08, -0.26, 0.00, -0.06, -0.02, -0.25, 0.06, -0.38, 0.09, -0.17, -0.05, 0.08, -0.12, -0.10, 0.15, -0.13, -0.43, 0.10, 0.12, -0.30, -0.14, -0.20, -0.20, -0.20, -0.15, -0.20, -0.03, -0.09, -0.68, 0.68, -0.10, -0.02, 0.04, 0.10, 0.10, 0.08, 0.12, 0.11, 0.12, 0.12, 0.10, 0.11, 0.16, 0.13, 0.15, 0.11, 0.12, 0.11, 0.10, 0.11, 0.11, 0.11, 0.11, 0.12, 0.12, 0.13, 0.11, 0.11, 0.12, 0.12],
  "fmax_ha_per_bohr": 0.015,
  "homo_lumo_gap_ev": 8.84,
  "smiles": "COc1cccc(N(C(=O)c2cnccn2)[C@H](C(=O)NC2CCCCC2)c2ccc(Cl)cc2)c1",
  "lumo_ev": 0.36,
  "homo_ev": -8.482
}